Record 1
Below is an isolated molecule of C5H12Cl2Si, with properties calculated with ωB97M-V/def2-TZVPD.

```
20
Properties=species:S:1:pos:R:3:forces:R:3
C 2.494780 -0.647612 0.280475 0.3 0.2 -1.8
C 1.168708 0.108357 0.080952 2.2 1.6 -2.1
C 1.257235 1.335547 1.035272 -0.2 -2.0 1.2
C -0.086908 -0.748834 0.078375 -0.3 0.5 -0.5
Si -1.466528 0.151112 -0.839331 -0.7 -0.6 0.9
C -3.190687 -0.491494 -0.503415 -1.3 0.8 -0.1
Cl -1.239150 -0.303945 -2.846108 0.4 0.5 0.0
Cl -1.541123 2.193812 -0.395098 -0.1 -0.4 -0.6
H 2.523941 -1.080579 1.253149 0.3 -0.3 0.9
H 3.381550 0.020280 0.085863 -0.9 -0.5 0.6
H 2.608444 -1.450551 -0.467037 -0.2 0.1 0.3
H 1.234531 0.538305 -0.962277 0.1 -0.3 0.7
H 0.383630 1.964124 0.986294 0.0 0.0 0.6
H 1.461693 0.829354 2.010857 -0.9 0.7 0.0
H 2.143641 1.951540 0.980033 0.3 0.0 -1.0
H -0.347511 -0.980994 1.094222 -0.5 -0.3 0.6
H -0.020447 -1.700375 -0.509877 0.4 0.7 0.5
H -3.842200 0.293001 -0.033981 0.7 -0.4 -0.5
H -3.610041 -0.656071 -1.545193 0.2 -0.3 1.5
H -3.313561 -1.324976 0.216826 0.4 0.0 -0.9
```
Positions in Å, forces in eV/Å.

SMILES: CC(C)C[Si](C)(Cl)Cl
Total charge: 0
HOMO level, eV: -10.36
HOMO-LUMO gap, eV: 11.042



Record 2
Below is a cluster of 2 separate species, C5H12FN2 in total, with properties calculated with ωB97M-V/def2-TZVPD.

```
20
Properties=species:S:1:pos:R:3:forces:R:3
C 3.529527 -0.307387 -0.450692 -3.1 -0.9 -0.5
C -2.991410 0.682150 0.168540 1.1 -0.2 -0.6
C -2.057901 -1.625027 0.549538 2.2 -0.1 0.4
C -0.641888 0.015572 -0.719302 -2.2 -0.7 0.4
C -2.086941 -0.470240 -0.440354 1.7 0.8 1.2
N 4.472855 -0.172473 -1.283256 4.6 0.7 1.9
N 3.611682 -0.420964 0.825527 3.2 1.1 0.1
F 0.287079 -0.428861 0.111314 -1.0 1.2 -1.5
H -2.463636 1.355369 0.833937 0.2 0.1 0.0
H -3.591704 0.049353 0.801631 -1.1 0.5 0.0
H -3.468341 1.244816 -0.645219 -0.2 -0.3 0.6
H -1.478684 -2.464015 0.090506 -0.4 0.5 0.9
H -3.004064 -1.968125 0.836556 -1.7 -0.6 -0.3
H -1.668781 -1.306819 1.565804 0.2 -0.3 -1.3
H -0.485395 0.812945 -1.501594 0.9 -0.9 1.2
H -2.630684 -0.742861 -1.326675 0.3 -0.2 -0.8
H 4.336418 -0.295847 -2.231656 -0.3 0.0 -2.1
H 5.504409 -0.134294 -0.948657 -1.9 -0.1 -0.9
H 2.868753 -0.633969 1.368459 -3.0 -0.6 1.6
H 4.425135 -0.201710 1.390245 0.5 -0.1 -0.2
```
Positions in Å, forces in eV/Å.

Total charge: +1
HOMO level (spin up / spin down), eV: -12.92 / -10.53
HOMO-LUMO gap (spin up / spin down), eV: 8.131 / 3.512



Record 3
Below is a cluster of 2 separate species, C5H12FN2O2PS2 in total, with properties calculated with ωB97M-V/def2-TZVPD.

```
25
Properties=species:S:1:pos:R:3:forces:R:3
C 0.991743 -1.047306 1.899899 2.8 -2.7 -2.4
C 1.279895 -0.844657 0.421216 1.8 2.7 1.1
C 2.744123 -0.698339 -0.001967 0.7 -2.7 1.1
N 0.537105 0.417601 0.050500 0.7 -0.5 -3.4
N 0.776288 0.882739 -1.117968 -0.2 -1.3 3.2
C -0.064185 2.030088 -1.371690 -1.0 1.6 -0.1
C -0.255043 2.927854 -0.053080 0.5 -2.9 1.4
O -0.297459 2.539286 1.103296 -0.1 1.8 -3.1
F -0.401018 4.177221 -0.392108 -0.2 1.2 0.0
H 1.381594 -2.057548 2.092223 -0.3 -0.1 0.2
H 1.600456 -0.469157 2.494575 0.5 2.0 1.6
H -0.021644 -1.101976 1.967266 -2.8 0.4 1.2
H 0.890449 -1.666783 -0.047267 -1.4 -1.7 -1.7
H 3.213522 -0.005986 0.655373 0.5 1.0 0.3
H 2.707787 -0.362936 -1.013174 0.6 0.1 -0.7
H 3.414614 -1.682052 0.132308 -1.8 1.9 -0.5
H 0.256890 2.601393 -2.353666 -0.5 -1.0 2.4
H -1.122349 1.669566 -1.517590 0.9 0.2 -0.3
O -2.112382 -0.153740 0.827030 -0.1 1.1 0.2
P -1.812752 -1.106352 -0.427154 0.4 -1.9 0.4
S -2.949773 -0.281442 -1.995329 -1.5 1.6 1.4
S -2.926535 -2.804983 0.351346 0.2 0.5 -0.8
H -1.297424 0.363665 1.000823 -0.1 0.2 0.0
H -2.481859 -1.173249 -2.766733 0.9 -1.5 -1.6
H -4.052054 -2.152898 0.061881 -0.5 -0.1 0.2
```
Positions in Å, forces in eV/Å.

SMILES: CC(C)/N=N/CC(=O)F.OP(S)S
Total charge: 0
HOMO level, eV: -8.70
HOMO-LUMO gap, eV: 8.544



Record 4
Below is a structure of composition C5H12IN2, with properties calculated with ωB97M-V/def2-TZVPD.

```
20
Properties=species:S:1:pos:R:3:forces:R:3
C 1.139643 0.466233 -0.061045 1.0 -0.5 -0.4
C -0.439709 -0.850058 1.362831 0.3 0.8 1.0
C -1.064840 1.198320 -0.090375 -3.2 -3.4 0.1
C -0.218364 -1.142447 -1.067382 -4.5 -0.9 -0.9
C -0.164058 -0.080442 0.029465 -1.0 -0.4 0.9
N 2.640134 -0.799933 0.117135 0.6 0.4 -0.4
N 1.621201 1.631219 0.215051 3.2 -2.3 0.5
I 4.439785 -0.043782 -0.054238 0.8 -0.4 0.4
H -0.321599 -0.166911 2.233547 -0.1 -0.4 -0.5
H -1.440702 -1.320382 1.463389 0.5 0.5 -0.6
H 0.305867 -1.638678 1.476908 -0.1 0.0 0.0
H -0.843132 1.796010 -0.886368 1.1 1.6 -2.3
H -1.232770 1.829436 0.775712 0.2 -0.5 0.4
H -2.054136 0.734148 -0.452145 1.0 1.0 1.0
H 0.212988 -0.960969 -2.009490 1.0 0.9 -1.0
H 0.064576 -2.148709 -0.790174 0.5 0.0 0.7
H -1.340362 -1.321152 -1.383930 1.8 0.4 0.8
H 2.564045 -1.356266 -0.732778 -0.4 -0.7 0.3
H 1.078473 2.430794 0.139685 -0.9 2.0 0.6
H 2.682502 1.536915 0.266970 -1.9 1.7 -0.3
```
Positions in Å, forces in eV/Å.

Total charge: +1
HOMO level (spin up / spin down), eV: -10.87 / -14.52
HOMO-LUMO gap (spin up / spin down), eV: 6.459 / 7.239
Spin multiplicity: 3



Record 5
Below is a cluster of 2 separate species, C5H12IO5PS in total, with properties calculated with ωB97M-V/def2-TZVPD.

```
25
Properties=species:S:1:pos:R:3:forces:R:3
C 2.523883 1.642421 1.440395 0.5 0.2 0.6
P 1.753721 1.688254 -0.348470 1.0 0.1 -1.0
O 1.024921 0.148428 -0.722656 -0.5 2.2 -0.2
C 0.401361 3.079855 -0.186316 1.1 0.0 -0.1
O 1.186801 4.328856 0.089576 -1.3 -1.4 -1.4
O -0.329741 2.774337 1.050819 -4.3 -0.5 -1.7
C -1.657471 2.199314 0.801595 -0.4 -2.9 -4.9
O -2.050960 1.513180 -0.272922 3.1 4.7 6.7
I -3.165000 2.444615 2.412780 1.5 -0.1 -1.1
H 2.430713 0.581519 1.930205 0.0 2.1 -0.9
H 2.097532 2.509429 2.124977 0.7 -2.0 -1.4
H 3.682298 1.887691 1.292032 -2.6 -0.7 0.2
H 0.629900 0.252492 -1.645658 0.9 -0.2 1.7
H -0.256858 3.191780 -1.145927 0.9 -0.3 2.0
H 1.378901 4.807828 -0.770433 -0.5 -1.1 1.4
C -1.476616 -4.335353 -1.329299 0.0 -0.1 0.0
S -0.475751 -2.830392 -1.407809 0.6 -0.1 0.2
O 0.964981 -3.247783 -1.429682 -0.8 0.1 0.0
C -0.854486 -2.270550 0.270149 0.0 0.0 0.2
H -1.363848 -4.877676 -2.271130 0.1 0.2 0.1
H -1.137381 -4.967004 -0.504921 0.1 0.1 -0.1
H -2.526645 -4.068137 -1.189988 0.1 0.0 0.0
H -0.554216 -3.031428 0.994523 0.0 0.0 -0.2
H -1.925504 -2.072959 0.355632 0.0 0.0 -0.1
H -0.300534 -1.348720 0.462525 -0.1 -0.2 -0.2
```
Positions in Å, forces in eV/Å.

Total charge: 0
HOMO level, eV: -8.40
HOMO-LUMO gap, eV: 7.712



Record 6
Below is a structure of composition C5H12LuO3, with properties calculated with ωB97M-V/def2-TZVPD.

```
21
Properties=species:S:1:pos:R:3:forces:R:3
H -0.168316 -2.811974 -3.465118 0.0 0.1 0.0
C -2.807411 1.378707 -1.115374 -2.2 -0.1 2.1
O -2.033374 1.537945 -2.262810 -1.0 0.8 -0.6
C -1.946077 1.354693 0.142981 -0.6 0.7 0.3
O -0.853649 0.441289 -0.101167 -0.3 0.4 -2.2
C 0.051378 0.295754 0.989046 0.2 -0.2 0.9
C 1.019804 -0.814951 0.654870 1.0 -0.7 0.4
O 2.309356 -0.321075 0.883402 -0.8 0.2 0.1
C 3.315590 -1.307202 0.858102 0.4 -0.7 -0.1
Lu -0.398032 0.756284 -2.290977 2.6 -1.5 0.6
H -3.394000 0.439244 -1.152107 0.3 0.4 -0.3
H -3.533134 2.202675 -0.988682 0.3 -0.3 -0.3
H -2.501777 0.997664 1.021197 0.0 0.2 -0.3
H -1.521906 2.349785 0.353005 -0.1 -0.2 0.0
H -0.517743 0.021930 1.888424 -0.1 0.0 -0.4
H 0.508399 1.266153 1.234350 0.3 -0.4 -0.4
H 1.077681 -1.363983 -0.302632 -0.8 0.9 -1.3
H 0.676023 -1.716902 1.184401 0.7 0.2 1.0
H 4.265988 -0.774221 0.742121 -0.2 -0.3 0.6
H 3.200898 -1.955193 1.742336 0.6 0.4 -0.1
H 3.250292 -1.976615 -0.015361 -0.3 0.2 -0.1
```
Positions in Å, forces in eV/Å.

Total charge: +2
HOMO level (spin up / spin down), eV: -16.62 / -16.62
HOMO-LUMO gap (spin up / spin down), eV: 6.228 / 6.146
Spin multiplicity: 2



Record 7
Below is a cluster of 2 separate species, C5H12N in total, with properties calculated with ωB97M-V/def2-TZVPD.

```
18
Properties=species:S:1:pos:R:3:forces:R:3
C -3.230080 2.206962 -2.040614 -0.2 -1.0 0.3
C -0.033379 -0.292025 -0.259532 -1.6 -0.9 1.1
N -0.579147 0.554779 -1.120075 1.5 0.4 1.1
C 2.119113 -1.115430 2.319200 0.1 0.3 0.7
C 1.716433 -1.717060 0.959290 -0.6 0.1 1.2
C 1.271199 -0.664958 -0.001126 1.2 -0.1 -1.3
H -2.753947 1.950911 -1.097775 0.1 0.0 0.0
H -4.153410 2.736399 -1.820396 0.2 0.5 -0.4
H -3.516085 1.259834 -2.502379 0.0 0.0 0.0
H -2.491332 2.664382 -2.690664 -0.3 0.5 0.0
H 2.865623 -0.326957 2.205247 0.0 0.0 -0.1
H -0.739142 -0.852620 0.380742 -0.1 0.0 -0.5
H 1.298709 -0.680906 2.895517 -0.2 0.1 -0.4
H 2.529411 -1.846734 3.020233 0.2 -0.2 -0.4
H 0.902297 -2.425392 1.141953 0.0 0.0 -0.1
H 2.577213 -2.299274 0.641377 0.0 0.1 -0.6
H 0.198187 1.217550 -1.290551 -0.4 -0.2 -0.9
H 2.018338 -0.369461 -0.740447 0.0 0.4 0.3
```
Positions in Å, forces in eV/Å.

Total charge: 0
HOMO level (spin up / spin down), eV: -8.69 / -10.05
HOMO-LUMO gap (spin up / spin down), eV: 9.775 / 9.085
Spin multiplicity: 2



Record 8
Below is the ion C5H12N with charge +1, with properties calculated with ωB97M-V/def2-TZVPD.

```
18
Properties=species:S:1:pos:R:3:forces:R:3
C -0.447588 1.849926 -1.056465 -0.4 0.0 0.1
C 1.012125 1.640610 -0.685832 0.4 0.0 -0.4
C 1.198742 0.545189 0.355213 0.4 -0.8 0.6
C 0.527056 -0.845456 0.220844 -0.3 1.7 1.2
C -0.780584 -1.072015 0.339735 0.8 -0.1 -0.5
N -1.145012 -2.395470 0.853641 -0.5 -2.4 -0.9
H -0.824503 0.956664 -1.574970 -0.1 0.3 0.1
H -0.636953 2.704711 -1.715610 0.3 -0.2 0.1
H -1.037420 2.029546 -0.140126 0.1 -0.1 -0.3
H 1.459490 2.571610 -0.320465 -0.1 -0.2 0.2
H 1.629029 1.380884 -1.558604 -0.4 0.0 0.0
H 0.905600 0.855099 1.379443 -0.3 0.2 -0.6
H 2.255509 0.306316 0.531904 -0.1 0.3 -0.5
H 1.241204 -1.624191 0.467778 -0.3 -0.4 -0.1
H -1.645981 -0.488542 0.058447 0.3 0.4 0.4
H -0.981672 -2.565759 1.849589 -0.1 0.4 0.0
H -0.630495 -3.144426 0.367168 0.4 0.3 0.1
H -2.098553 -2.704696 0.628316 -0.2 0.6 0.3
```
Positions in Å, forces in eV/Å.

SMILES: CCC/C=C/[NH3+]
Total charge: +1
HOMO level, eV: -14.47
HOMO-LUMO gap, eV: 10.665